# 1
28
Properties=species:S:1:pos:R:3 method="wB97M-V/def2-TZVPD" orbital_gap_ev="7.22 / 7.73" lumo_ev="-4.37 / -4.50" energy_ha=-516.34550 total_charge=+1 e_above_lowest_kcal_mol=175.9
C -4.135 1.297 0.673
C -2.618 -1.872 0.284
C -3.900 0.153 -0.291
C -2.826 1.117 -0.799
C -0.891 -0.183 0.168
C 4.125 0.468 0.225
C 0.221 0.252 -0.612
C 2.609 0.856 0.312
C 1.627 -0.263 -0.386
N -3.197 2.066 0.160
N -3.744 -1.148 0.275
N -1.399 -1.397 0.019
H -4.548 1.373 1.682
H -2.886 -2.948 0.503
H -4.625 0.012 -1.094
H -2.572 1.441 -1.829
H -1.524 0.546 0.707
H 4.742 1.322 0.669
H 4.446 0.300 -0.749
H 4.393 -0.456 0.808
H 0.020 -0.132 -1.590
H 0.329 1.385 -0.688
H 2.421 1.714 -0.228
H 2.146 1.056 1.327
H 2.149 -0.643 -1.300
H 1.661 -1.052 0.295
H -4.604 -1.664 0.545
H -0.836 -2.148 -0.224

---

# 2
14
Properties=species:S:1:pos:R:3 method="wB97M-V/def2-TZVPD" orbital_gap_ev=9.55 lumo_ev=0.64 energy_ha=-721.81571 e_above_lowest_kcal_mol=92.2
C 2.190 -0.372 0.844
S 1.934 0.149 -0.902
O 0.499 -0.568 -1.400
C -0.611 -0.197 -0.788
C -0.650 0.963 0.150
N -1.610 -0.863 -1.135
O -2.826 -0.386 -0.548
H 3.069 0.113 1.153
H 2.392 -1.383 1.056
H 1.231 -0.137 1.299
H -1.429 1.575 -0.219
H -0.940 0.509 1.247
H 0.229 1.578 0.191
H -3.478 -0.982 -0.950

---

# 3
33
Properties=species:S:1:pos:R:3 method="wB97M-V/def2-TZVPD" orbital_gap_ev=8.47 lumo_ev=0.67 energy_ha=-764.98618 e_above_lowest_kcal_mol=19.1
C 2.067 4.109 -2.954
O 1.242 3.524 -1.980
C 1.569 2.287 -1.491
C 2.687 1.550 -1.910
C 2.962 0.306 -1.379
C 2.103 -0.201 -0.417
N 2.121 -1.381 0.271
C 1.051 -1.411 1.127
C 0.316 -0.267 1.009
C -0.913 0.148 1.756
C -1.622 -1.008 2.460
N -2.158 -1.957 1.510
C -3.470 -2.281 1.465
C -3.849 -3.215 0.334
O -4.276 -1.862 2.270
C 0.972 0.530 0.019
C 0.710 1.782 -0.528
H 1.612 5.072 -3.184
H 2.110 3.505 -3.866
H 3.083 4.274 -2.579
H 3.353 1.950 -2.658
H 3.826 -0.252 -1.708
H 2.819 -2.099 0.185
H 0.901 -2.263 1.764
H -0.641 0.898 2.504
H -1.608 0.623 1.058
H -0.931 -1.513 3.143
H -2.473 -0.639 3.037
H -1.530 -2.269 0.787
H -4.505 -3.990 0.721
H -4.408 -2.650 -0.410
H -2.981 -3.667 -0.135
H -0.140 2.370 -0.222

---

# 4
15
Properties=species:S:1:pos:R:3 method="wB97M-V/def2-TZVPD" orbital_gap_ev=9.90 lumo_ev=0.89 energy_ha=-345.67629 e_above_lowest_kcal_mol=80.7
C -1.267 1.153 -0.916
C -0.851 2.248 0.172
C -0.716 1.751 1.353
O -0.677 1.207 2.389
H -0.648 1.101 -1.807
H -2.285 1.470 -1.328
H -1.422 0.281 -0.267
H -0.542 3.299 -0.092
C 1.153 -2.140 1.162
C 1.576 -1.235 0.064
O 0.512 -2.055 -0.166
H 1.674 -3.063 1.368
H 0.558 -1.832 1.982
H 1.289 -0.139 0.194
H 2.433 -1.593 -0.593